The following is a DFT calculation (ωB97M-V/def2-TZVPD) of C4H10AlS3SbSe2 as an isolated structure at a distorted geometry.

Last column: Mulliken charge in e.
Atoms and positions in Å:
Al  -0.977  -1.053  0.016  0.582
C  2.111  -0.782  -0.358  -0.893
Se  0.664  -0.921  -1.814  0.214
C  0.420  1.133  -1.860  -0.874
C  0.085  1.948  -0.682  -0.574
Se  -1.801  1.382  0.108  0.114
C  -1.487  1.468  2.093  -0.520
H  2.300  0.208  0.000  0.425
H  2.932  -1.208  -0.909  0.366
H  1.812  -1.429  0.561  0.281
H  -0.337  1.024  -2.660  0.467
H  1.368  1.410  -2.236  0.492
H  -0.142  3.016  -0.773  0.457
H  0.691  1.806  0.218  0.283
H  -1.336  0.387  2.348  0.002
H  -2.410  1.762  2.536  0.347
H  -0.588  2.070  2.289  0.319
S  0.851  -4.017  -0.758  -0.253
Sb  -1.127  -3.944  0.666  0.486
S  -0.516  -1.884  2.042  -0.391
S  -2.513  -2.376  -0.826  -0.332

Calculated values
energy above the lowest of the compared OMol25 structures with the same formula, charge and spin: 6.7 kJ/mol
expectation value of S²: 0.76
spin multiplicity: 2
charge: +1
frontier orbital gap (alpha / beta): 8.6 / 6.1 eV
LUMO energy (alpha / beta): -0.1348 / -0.2226 Ha

***

The following is a DFT calculation (ωB97M-V/def2-TZVPD) of a 3-piece molecular cluster, C17H43BrN2O10P3S overall at a distorted geometry.

Last column: Mulliken charge in e.
Atoms and positions in Å:
C  1.582  1.902  2.709  -1.322
C  0.936  0.541  3.072  -0.450
C  0.530  -0.160  1.758  0.006
C  -0.714  0.624  1.223  -1.414
N  0.107  -1.604  1.882  -0.083
C  0.032  -2.159  0.489  0.042
P  -1.627  -2.853  0.025  0.243
S  -2.857  -3.211  1.477  -0.316
C  1.121  -3.242  0.244  -1.196
O  2.344  -2.729  0.717  -0.380
C  2.367  -2.709  2.139  0.562
C  3.085  -3.908  2.779  -1.509
C  4.630  -3.849  2.723  0.291
O  5.093  -5.205  2.637  -0.554
C  5.212  -3.121  1.499  -0.451
N  6.627  -3.471  1.336  -0.620
C  0.961  -2.439  2.761  -1.350
Br  0.044  -4.093  3.327  0.033
H  1.790  2.503  3.594  0.403
H  0.986  2.482  2.001  0.323
H  2.542  1.660  2.236  0.373
H  0.035  0.680  3.680  0.400
H  1.709  0.008  3.636  0.339
H  1.352  -0.006  1.056  0.443
H  -1.640  0.033  1.274  0.223
H  -0.887  1.535  1.793  0.475
H  -0.545  0.838  0.164  0.321
H  -0.833  -1.587  2.317  0.682
H  0.271  -1.404  -0.261  0.413
H  -1.365  -4.023  -0.730  0.164
H  -2.194  -1.938  -0.892  0.102
H  0.852  -4.230  0.636  0.403
H  1.220  -3.355  -0.839  0.630
H  2.956  -1.820  2.411  0.447
H  2.810  -3.891  3.841  0.354
H  2.680  -4.818  2.324  0.586
H  5.065  -3.461  3.655  0.218
H  4.406  -5.786  2.986  0.341
H  4.685  -3.416  0.590  0.318
H  5.089  -2.034  1.644  0.283
H  6.899  -3.304  0.374  0.250
H  7.204  -2.837  1.882  0.236
H  1.167  -1.976  3.722  0.733
C  0.498  -1.575  -6.474  -0.698
O  -0.524  -2.004  -5.549  -0.323
P  -1.319  -0.802  -4.684  1.007
O  -1.731  -1.594  -3.488  -0.633
O  -2.487  -0.677  -5.805  -0.367
C  -3.277  -1.828  -6.109  -0.628
O  -1.654  0.737  -4.141  -0.200
C  -1.269  1.843  -4.985  -0.636
H  0.907  -2.456  -6.961  0.251
H  0.076  -0.912  -7.235  0.328
H  1.303  -1.062  -5.945  0.313
H  -3.304  -2.532  -5.277  0.295
H  -2.883  -2.324  -6.996  0.241
H  -4.289  -1.489  -6.318  0.249
H  -1.783  1.792  -5.945  0.285
H  -0.190  1.848  -5.143  0.290
H  -1.553  2.763  -4.481  0.235
C  -4.643  3.615  1.285  -0.768
O  -3.252  3.812  1.616  -0.222
P  -2.408  4.982  0.718  0.950
O  -1.070  4.332  0.918  -0.593
O  -2.738  6.116  1.845  -0.342
C  -2.400  5.857  3.205  -0.553
O  -1.843  6.200  -0.287  -0.259
C  -2.810  7.098  -0.873  -0.657
H  -5.047  2.851  1.945  0.237
H  -5.208  4.540  1.427  0.336
H  -4.748  3.276  0.253  0.327
H  -1.586  5.136  3.289  0.231
H  -3.274  5.488  3.742  0.221
H  -2.086  6.799  3.651  0.263
H  -3.351  7.641  -0.097  0.296
H  -3.514  6.549  -1.499  0.272
H  -2.272  7.810  -1.493  0.259

Calculated values
energy above the lowest of the compared OMol25 structures with the same formula, charge and spin: 170.3 kJ/mol
spin multiplicity: 1
charge: +1
frontier orbital gap: 7.3 eV
LUMO energy: -0.1450 Ha

***

The following is a DFT calculation (ωB97M-V/def2-TZVPD) of a 2-piece molecular cluster, C8H14BNO5 overall at a distorted geometry.

Last column: Mulliken charge in e.
Atoms and positions in Å:
C  -1.282  -3.226  -0.487  -0.662
C  -1.199  -2.373  0.945  0.569
O  -2.094  -2.531  1.924  -0.511
O  -0.041  -1.470  1.083  -0.184
C  1.128  -2.263  1.590  0.451
O  0.939  -3.510  2.061  -0.529
C  2.592  -1.505  1.478  -0.432
B  2.837  -1.259  -0.159  0.285
O  3.114  0.115  -0.659  -0.364
C  2.112  0.484  -1.714  0.467
N  1.496  0.408  -2.876  -0.381
H  -1.973  -2.592  -1.223  0.265
H  -1.740  -4.306  -0.315  0.292
H  -0.188  -3.342  -0.892  0.212
H  2.442  -0.440  1.976  0.243
H  3.487  -2.112  1.925  0.307
H  2.784  -2.164  -0.935  -0.015
C  -1.640  2.759  0.922  -1.429
C  -0.976  2.156  -0.305  0.904
C  -0.501  3.235  -1.266  -1.341
O  -1.903  1.304  -0.973  -0.538
H  -2.521  3.347  0.642  0.364
H  -1.987  1.971  1.598  0.319
H  -0.947  3.408  1.467  0.370
H  -0.126  1.537  0.002  -0.069
H  -1.342  3.839  -1.623  0.394
H  -0.036  2.786  -2.150  0.310
H  0.226  3.898  -0.786  0.359
H  -2.661  1.845  -1.250  0.345

Calculated values
spin multiplicity: 1
frontier orbital gap: 9.0 eV
LUMO energy: -0.0459 Ha

***

Question: spin multiplicity of number 3 (C8H14BNO5)?
Answer: 1

***

Question: The highest spin multiplicity belongs to which entry?
Answer: C4H10AlS3SbSe2